ORCA calculation (wB97M-V/def2-TZVPD) on C3H4INO in the gas phase in a non-equilibrium geometry.

```
10
Properties=species:S:1:pos:R:3:forces:R:3
C -1.39296 -0.52720 0.27849 0.2 6.9 -1.0
O -2.43882 0.50541 0.07784 1.7 -1.1 0.5
H 0.36859 0.26683 1.40314 0.0 -0.5 0.1
N -1.44872 -1.70970 0.13348 -1.6 -4.5 -0.8
C 0.53223 0.99456 -0.48304 -1.6 0.9 -3.6
H -2.38746 -2.05361 -0.19086 0.9 0.3 0.7
C -0.09120 0.28877 0.42258 -0.7 -0.9 1.5
H 0.06919 1.22928 -1.53063 0.8 -0.8 2.0
I -4.33791 0.07688 -0.09697 -0.1 -0.4 0.0
H 1.48855 1.45584 -0.38043 0.4 0.2 0.6
```
Forces are in eV/Å.

**Energy relative to the best compared isomer or geometry (same formula, charge and spin)**: 45.8 kcal per mole
**E_HOMO**: -9.672 eV